Model P:
The following is a DFT calculation (wB97M-V/def2-TZVPD) of a single C3H7NOS2 molecule.

Atoms and positions in Å:
S  -2.0723  -1.7357  -0.4066
S  -0.3994  -1.7559  0.7868
C  0.3716  -0.0946  1.4412
C  0.0412  1.3452  0.5935
N  1.2100  1.7357  0.0269
C  1.4118  1.7883  -1.3242
O  2.3553  2.5539  -1.5913
H  -1.5387  -1.5190  -1.6135
H  -0.1254  0.1630  2.3817
H  1.4656  -0.2204  1.6714
H  -0.4610  1.9810  1.4363
H  -0.8573  1.2160  -0.1763
H  2.0596  1.9931  0.5724
H  0.7443  1.4366  -2.0765

Results
Charge: 0
SMILES string: O=CNCCSS
Highest occupied orbital energy, eV: -9.05
Spin multiplicity: 1
Frontier orbital gap, eV: 9.23

Model Q:
The following is a DFT calculation (wB97M-V/def2-TZVPD) of a single C3H7NOS2 molecule.

Atoms and positions in Å:
C  -0.2853  1.6906  0.5838
C  -0.1897  -0.8900  -0.4179
C  1.1468  -1.5157  -0.1461
H  -0.5188  2.8787  0.0215
H  0.4930  1.7867  1.5645
H  -1.3680  1.1310  0.8286
H  1.5942  -2.2722  -0.8725
H  1.0103  -1.8893  0.9978
H  1.9323  0.0778  -0.5280
H  -2.3904  0.6044  -0.8560
N  -1.2372  -1.3704  -0.2073
O  2.1006  -0.5813  0.1762
S  0.2954  0.8064  -0.9811
S  -2.5831  -0.4567  -0.1635

Results
Charge: 0
SMILES string: CS/C(CO)=N\S
Highest occupied orbital energy, eV: -9.24
Spin multiplicity: 1
Frontier orbital gap, eV: 9.48

The structures above, arranged from the most stable to the least stable: model P, model Q.